No. 1
Entry from the Open Molecules 2025 dataset: 2 unconnected molecules or ions with the total composition C6H14I2N in a non-equilibrium geometry (the ωB97M-V functional and the def2-TZVPD basis).

Last column: Mulliken charge in e.
Geometry (Å):
1 C -0.71744 1.30371 1.71732  -1.40
2 C -1.53101 -0.95770 2.61218  -1.26
3 C 0.79591 -0.47703 -2.95590  -0.81
4 C -0.46255 -0.17663 1.72452  0.67
5 C -0.41074 -0.70165 0.28594  -0.78
6 C 1.59148 0.27267 -0.78883  -0.72
7 N 1.92200 -0.60063 -1.96446  -0.06
8 I -0.06774 -2.69869 -0.06615  0.24
9 I 3.12627 0.25355 0.60651  0.17
10 H 0.03663 1.93073 1.05956  0.22
11 H -0.77873 1.80104 2.76896  0.33
12 H -1.63607 1.62733 1.40657  0.50
13 H -1.12872 -1.87526 2.65550  0.45
14 H -1.42954 -0.33001 3.56412  0.32
15 H -2.39193 -0.81467 2.05498  0.38
16 H 1.11644 -1.18835 -3.69091  0.37
17 H -0.12433 -0.66868 -2.58694  0.32
18 H 0.86838 0.61298 -3.11375  0.38
19 H 0.57620 -0.50613 1.99213  0.17
20 H -1.03000 -0.01713 -0.28447  0.59
21 H 1.34126 1.29076 -1.33630  0.34
22 H 2.82024 -0.47053 -2.30920  0.35
23 H 1.91562 -1.55218 -1.69036  0.23

Force components x, y, z for each atom (eV/Å):
3.51 2.42 1.50
2.73 5.29 0.34
4.34 1.95 -0.88
1.38 -1.55 -1.02
0.92 2.32 0.17
-1.82 1.04 -0.56
-3.57 -0.09 2.09
-0.24 0.18 -0.11
-0.01 0.16 0.02
-1.19 -1.34 1.46
0.89 -1.15 -1.49
-2.77 0.05 -1.48
0.54 -3.61 0.75
-0.82 -1.46 -1.04
-2.24 -0.23 -0.29
-0.49 0.30 -1.26
-2.59 -1.03 1.72
-0.41 -0.67 -1.35
-0.60 0.84 0.94
-0.22 -0.93 -1.05
0.58 -1.75 1.84
2.07 0.90 -1.32
0.01 -1.64 1.01

Computed properties:
- Charge: +1
- 2S+1: 1
- Frontier orbital gap (alpha / beta): 8.060 / 8.062 eV
- Lowest unoccupied orbital energy (alpha / beta): -4.3 / -4.3 eV
- Molar mass: 354.0 g/mol
- ΔE to the lowest compared entry with this formula, charge and spin: 429.6 kJ/mol



No. 2
Entry from the Open Molecules 2025 dataset: 2 unconnected molecules or ions with the total composition C27H43Si in a non-equilibrium geometry (the ωB97M-V functional and the def2-TZVPD basis).

Last column: Mulliken charge in e.
Geometry (Å):
1 C 6.28100 -2.77031 2.57662  -1.00
2 C 5.86030 -3.01894 4.03132  -0.73
3 Si 4.01520 -2.97465 4.31411  0.50
4 C 2.87510 -2.87524 2.86031  -0.99
5 C 3.44150 -4.03536 5.72358  -0.49
6 C 4.53258 -4.43236 6.74181  -1.06
7 H 3.63219 -0.26343 5.26273  -1.39
8 H 7.12312 -3.43175 2.35895  0.38
9 H 5.48386 -2.99085 1.86053  0.30
10 H 6.61518 -1.74029 2.41371  0.10
11 H 6.14514 -4.03456 4.35129  0.58
12 H 6.38266 -2.31093 4.69569  0.65
13 H 2.98850 -3.79751 2.26239  0.46
14 H 1.82969 -2.79214 3.19935  0.40
15 H 3.09040 -2.00530 2.22385  0.23
16 H 2.60090 -3.54977 6.25062  0.43
17 H 3.04605 -4.93153 5.20192  0.49
18 H 4.23284 -5.36743 7.22060  0.38
19 H 5.50381 -4.58306 6.26243  0.23
20 H 4.65502 -3.67937 7.52781  0.30
21 C 4.16354 0.91302 -0.22051  -1.53
22 C 4.35663 1.51181 1.13282  0.27
23 C 5.20093 0.86695 2.04443  -0.61
24 C 5.35085 1.33654 3.34612  2.09
25 C 6.37237 0.67653 4.21244  -1.62
26 C 4.57827 2.43439 3.76851  0.23
27 C 4.41675 2.78301 5.24883  -0.22
28 C 5.63244 3.45730 5.88024  -1.68
29 C 3.97475 1.57487 6.09262  -1.23
30 C 3.03847 0.62154 5.31458  1.46
31 C 1.69775 0.35629 5.93781  0.81
32 C 0.52422 0.43064 5.15755  0.79
33 C 0.58071 0.63697 3.66974  -1.30
34 C -0.70947 0.33380 5.80195  -1.02
35 C -0.80006 0.08934 7.17089  0.64
36 C -2.14436 0.07104 7.85107  -1.54
37 C 0.36662 -0.12828 7.90042  -1.02
38 C 1.61618 -0.04947 7.28475  0.90
39 C 2.82344 -0.38032 8.10944  -1.68
40 C 3.89515 3.18429 2.80647  1.03
41 C 3.26469 4.49205 3.17018  -1.85
42 C 3.73220 2.69652 1.51477  -0.94
43 H 3.82568 1.67003 -0.93591  0.40
44 H 5.09900 0.46142 -0.58297  0.38
45 H 3.40459 0.11526 -0.18510  0.24
46 H 5.76139 -0.01150 1.72514  0.30
47 H 6.65607 1.24305 5.11015  -0.12
48 H 6.06839 -0.34405 4.51800  -0.23
49 H 7.30180 0.53772 3.63106  0.57
50 H 3.57659 3.49141 5.32628  0.60
51 H 5.99737 4.27162 5.24627  0.35
52 H 5.34365 3.85930 6.85890  0.47
53 H 6.46797 2.76903 6.04077  0.31
54 H 4.86855 1.00991 6.42551  0.38
55 H 3.48350 1.95768 7.00368  0.76
56 H 2.91481 0.86785 4.25626  -0.06
57 H -0.43870 0.68537 3.26895  0.41
58 H 1.07970 1.57324 3.37906  0.22
59 H 1.10328 -0.18368 3.15910  0.15
60 H -1.62257 0.41010 5.20913  0.40
61 H -2.07222 -0.32140 8.87235  0.34
62 H -2.53627 1.09700 7.90926  0.31
63 H -2.88997 -0.52627 7.30839  0.36
64 H 0.30225 -0.40787 8.96017  0.32
65 H 2.52528 -1.00185 8.96156  0.50
66 H 3.56834 -0.93255 7.52682  0.05
67 H 3.29309 0.52352 8.52057  0.37
68 H 2.85289 4.93937 2.26480  0.46
69 H 2.43507 4.37944 3.88004  0.36
70 H 3.98150 5.20210 3.60370  0.31
71 H 3.10152 3.23655 0.79218  0.34

Force components x, y, z for each atom (eV/Å):
0.24 -0.07 -0.15
-0.32 0.75 0.02
0.32 -1.30 -0.36
-0.24 0.73 0.27
0.03 0.70 0.45
-0.11 -0.02 -0.05
0.57 -1.78 -0.11
-0.09 0.15 -0.16
0.17 0.02 0.01
-0.16 -0.29 0.11
-0.17 0.22 0.06
-0.12 -0.47 0.01
0.06 0.24 0.25
0.33 -0.14 -0.12
0.03 -0.26 0.05
0.04 -0.34 -0.31
-0.02 0.37 0.08
0.15 0.12 0.01
-0.14 -0.10 0.21
-0.05 -0.09 -0.23
-0.08 -0.19 -0.43
0.17 -0.22 0.36
-0.28 0.45 -0.05
-0.46 0.42 -0.28
0.77 -0.68 0.39
0.61 -0.05 0.17
-0.01 0.17 -0.17
-0.01 0.31 0.14
0.19 0.13 -0.14
-0.51 0.39 0.13
-0.12 -0.62 0.13
0.14 0.31 0.68
-0.27 0.27 -0.33
0.20 -0.26 -0.16
-0.16 -0.03 0.17
-0.22 0.10 0.10
-0.11 -0.25 -0.24
-0.53 0.43 -0.12
0.10 0.07 0.34
-0.41 -0.19 0.29
-0.41 0.39 -0.07
0.22 -0.25 -0.33
0.08 -0.23 0.03
-0.31 0.17 0.00
0.16 0.22 -0.09
-0.04 0.25 -0.05
-0.27 -0.38 -0.48
0.02 0.50 0.06
-0.33 0.08 0.20
0.37 -0.16 -0.17
-0.06 -0.02 0.19
0.19 0.04 -0.15
-0.19 0.18 0.03
-0.45 0.31 -0.05
0.17 -0.17 -0.42
0.05 0.41 0.37
0.24 -0.07 0.02
-0.05 -0.23 0.12
-0.06 0.15 0.08
0.17 0.05 0.16
-0.01 0.10 -0.23
0.04 -0.26 0.05
0.27 0.13 0.07
0.01 0.15 -0.44
0.10 0.08 -0.18
0.10 0.11 0.08
0.04 -0.32 -0.12
0.01 0.13 0.10
0.14 0.04 -0.11
-0.14 -0.22 -0.07
0.41 -0.19 0.36

Computed properties:
- Charge: +1
- 2S+1: 1
- Frontier orbital gap: 5.753 eV
- Lowest unoccupied orbital energy: -5.1 eV
- Molar mass: 395.7 g/mol



No. 3
Entry from the Open Molecules 2025 dataset: 3 unconnected molecules or ions with the total composition C26H60Br2ClFN8O9P3 in a non-equilibrium geometry (the ωB97M-V functional and the def2-TZVPD basis).

Last column: Mulliken charge in e.
Geometry (Å):
1 C 9.41802 -3.74134 1.10952  -1.01
2 C 8.19219 -2.65304 0.77912  0.05
3 Br 8.57044 -0.74181 1.19931  -0.08
4 C 6.90271 -3.11612 0.21250  -0.97
5 Br 6.74930 -5.13214 -0.06510  -0.20
6 C 5.62131 -2.11172 -0.19550  1.50
7 C 5.09760 -1.48090 1.18398  0.43
8 P 4.56874 0.32289 1.26076  0.86
9 O 5.85421 1.20379 1.67514  -0.66
10 O 3.44666 0.51661 2.62102  -0.48
11 O 3.88611 1.02329 -0.16878  -0.51
12 O 4.68743 -3.07231 -0.87225  -0.26
13 C 3.34934 -2.53004 -1.05096  0.17
14 C 2.35300 -3.44379 -0.06232  -0.57
15 C 1.40502 -2.51398 0.91963  0.92
16 C 1.52403 -3.17419 2.45207  -0.26
17 F 1.31524 -4.67065 2.42883  -0.37
18 C 2.70919 -2.77852 -2.57775  -0.47
19 Cl 3.42626 -1.67621 -3.87852  -0.19
20 N 1.20693 -2.61538 -2.62996  -0.12
21 C 0.74985 -1.19960 -2.37059  -0.25
22 C -0.91726 -1.27264 -2.25274  0.17
23 O -1.44112 -2.63591 -2.56617  -0.59
24 C -1.45511 -0.66834 -0.82455  -0.22
25 N -2.25717 -1.65205 -0.00052  -0.68
26 C 6.18947 -1.14636 -1.36609  0.31
27 O 6.40521 -1.74969 -2.57109  -0.70
28 O 6.58765 0.26240 -1.31354  -0.68
29 H 9.27722 -4.25461 2.16144  0.23
30 H 10.41520 -3.09139 1.19673  0.29
31 H 9.60627 -4.49512 0.22914  0.33
32 H 4.17523 -2.13279 1.57477  -0.74
33 H 5.92025 -1.64443 2.03523  0.67
34 H 2.63057 -0.04537 2.47185  0.33
35 H 4.27966 1.94557 -0.34164  0.31
36 H 3.21076 -1.38890 -0.85293  -0.20
37 H 3.07396 -4.04401 0.67642  0.31
38 H 1.76368 -4.27072 -0.65599  0.33
39 H 1.74279 -1.39668 1.00015  -0.35
40 H 0.26073 -2.63581 0.63054  -0.47
41 H 0.71452 -2.76017 3.19023  0.31
42 H 2.60280 -3.02155 2.92108  0.19
43 H 2.94343 -3.92544 -2.81050  0.38
44 H 0.93941 -2.84375 -3.62712  0.31
45 H 1.18811 -0.69753 -1.40924  -0.21
46 H 0.94816 -0.44626 -3.26137  0.35
47 H -1.37777 -0.57035 -3.10127  0.25
48 H -2.41064 -2.47502 -2.84869  0.31
49 H -2.19369 0.23827 -1.06430  0.21
50 H -0.58221 -0.20781 -0.19561  0.17
51 H -1.82947 -2.60653 0.01476  0.27
52 H -2.15545 -1.30575 0.99782  0.28
53 O -4.52480 -2.26374 -4.02967  -0.70
54 P -5.85868 -1.67155 -4.54670  0.63
55 N -6.16321 -0.93537 -3.06185  0.33
56 C -7.08534 -1.24558 -1.99225  -1.11
57 C -5.42095 0.28835 -2.77983  -1.04
58 N -6.58093 -3.22625 -4.72341  0.14
59 C -7.79752 -3.70708 -4.09457  -1.02
60 C -5.64783 -4.37896 -4.76851  -0.95
61 N -7.39216 -0.99074 -5.14110  -0.04
62 C -7.04176 -0.15955 -6.30949  -1.07
63 C -8.47471 -0.31697 -4.43967  -1.06
64 H -7.77209 -0.40704 -1.81147  0.45
65 H -6.55510 -1.42972 -1.04876  0.26
66 H -7.70462 -2.11577 -2.17347  0.27
67 H -5.78667 1.10420 -3.40983  0.30
68 H -4.35265 0.15504 -2.97998  0.15
69 H -5.50924 0.61078 -1.73503  0.42
70 H -7.64152 -3.93623 -3.03757  0.34
71 H -8.14233 -4.63195 -4.56946  0.41
72 H -8.63238 -3.01882 -4.20421  0.22
73 H -5.26004 -4.62544 -3.76551  0.31
74 H -4.80659 -4.18258 -5.44179  0.28
75 H -6.13401 -5.27568 -5.16569  0.34
76 H -6.47622 0.72270 -5.99647  0.36
77 H -7.92472 0.16738 -6.87210  0.35
78 H -6.42039 -0.73259 -7.00781  0.34
79 H -8.15849 0.61741 -3.96666  0.28
80 H -8.96159 -0.95793 -3.70361  0.32
81 H -9.28208 -0.06048 -5.13935  0.45
82 O 0.35913 4.23498 2.40181  -0.77
83 P 1.34056 4.96951 3.34759  0.71
84 N 1.29276 3.70379 4.45895  0.31
85 C 0.65574 3.56479 5.74949  -1.05
86 C 2.07833 2.51990 4.12842  -1.30
87 N 0.21684 6.23506 3.67254  0.17
88 C -0.30117 6.64004 4.96652  -1.02
89 C -0.90202 6.37893 2.70874  -0.94
90 N 2.46885 5.81397 4.43490  0.01
91 C 3.69486 6.04706 3.64662  -1.10
92 C 2.88086 5.52154 5.79967  -1.03
93 H 1.39842 3.35962 6.53295  0.45
94 H -0.05242 2.72594 5.75694  0.27
95 H 0.10280 4.43870 6.07215  0.25
96 H 3.14596 2.73828 4.22199  0.28
97 H 1.88527 2.19434 3.10088  0.37
98 H 1.85647 1.66444 4.77829  0.40
99 H -1.04145 5.93060 5.34437  0.34
100 H -0.80239 7.61164 4.89886  0.41
101 H 0.47990 6.78936 5.70837  0.21
102 H -1.66908 5.60048 2.85972  0.30
103 H -0.54334 6.33556 1.67480  0.28
104 H -1.39383 7.35216 2.80456  0.34
105 H 4.20240 5.10087 3.43851  0.41
106 H 4.39691 6.72155 4.15184  0.35
107 H 3.44399 6.51720 2.68843  0.33
108 H 3.39588 4.56079 5.89189  0.25
109 H 2.05225 5.56653 6.50752  0.32
110 H 3.57732 6.29038 6.16159  0.45

Force components x, y, z for each atom (eV/Å):
0.67 1.71 0.01
-2.61 -3.01 -1.39
-0.56 -2.17 -0.50
3.37 2.13 1.57
-0.02 2.36 0.27
1.44 -1.70 -0.78
-1.33 -1.83 0.94
5.02 5.82 1.23
-5.18 -3.15 -1.07
0.38 -1.97 -3.25
0.53 -0.67 2.56
-0.73 2.72 0.93
-2.24 -0.78 -0.37
0.98 0.21 0.96
-0.54 -2.19 1.03
0.19 -0.15 0.02
0.31 3.09 -0.17
0.04 -1.39 0.79
0.10 -0.81 0.82
1.74 1.14 -0.41
-1.72 0.51 -0.60
-0.44 0.93 -0.68
-1.18 2.37 0.19
-0.35 0.84 -0.32
1.26 0.41 1.12
3.65 4.10 -6.72
-1.52 1.75 6.45
-2.80 -7.15 1.57
0.02 0.87 -2.31
-2.23 -1.35 -0.16
-0.78 1.43 1.88
1.90 1.24 -1.01
-1.78 0.98 -1.99
1.18 0.88 0.22
-0.20 -2.22 0.71
0.72 -1.98 -0.13
-1.39 1.34 -1.76
0.96 2.00 1.17
-0.71 -2.04 -0.34
2.50 0.68 0.45
1.50 -0.83 -1.46
-2.26 -0.38 -1.07
-0.35 2.67 0.14
0.28 0.27 1.66
-0.72 -1.33 -1.75
-0.06 -1.62 1.75
1.16 -1.33 1.82
2.13 -0.38 0.60
1.59 -1.89 0.49
-1.31 -0.85 -1.33
-0.31 1.19 -0.40
-0.37 -0.65 -1.56
1.39 2.27 -3.13
-2.64 -4.93 5.69
-0.54 1.40 2.14
0.05 -0.20 0.28
0.31 -0.20 -0.34
0.80 -1.35 -0.49
-0.72 0.29 -0.61
0.35 0.29 -0.12
0.69 1.63 -3.30
-0.29 -0.24 -0.60
0.17 0.18 0.73
0.01 0.02 0.01
0.06 -0.02 -0.08
0.08 -0.07 -0.20
0.01 0.36 -0.07
-0.06 0.01 0.01
-0.14 -0.28 -0.22
0.03 -0.02 0.10
0.20 0.06 -0.06
0.10 0.22 0.12
0.03 0.12 -0.25
-0.15 0.07 0.41
-0.36 0.25 0.07
-0.09 0.20 -0.22
0.05 -0.06 0.19
0.10 -0.03 0.11
-0.08 0.06 0.17
0.38 0.05 0.08
0.46 -0.13 -0.30
3.32 0.56 -2.41
-6.40 -0.46 4.46
0.03 -1.87 1.92
-0.22 -0.02 -0.04
-0.03 0.30 -0.55
-1.17 0.78 -1.04
0.68 0.62 0.27
0.31 -0.24 -0.27
2.81 1.20 -2.06
0.21 0.63 -0.12
-0.22 -0.73 0.23
0.00 -0.04 0.01
-0.01 -0.01 -0.06
0.01 0.15 -0.15
0.25 -0.23 -0.07
0.07 0.18 0.19
-0.09 0.35 0.02
-0.09 -0.08 0.04
0.04 -0.07 -0.19
0.11 -0.25 0.00
0.20 0.09 -0.14
-0.10 -0.26 0.35
0.23 0.03 0.38
0.29 0.12 -0.01
-0.15 -0.13 0.05
-0.10 -0.11 -0.03
-0.01 -0.10 0.16
-0.07 -0.27 -0.26
-0.04 0.04 -0.56

Computed properties:
- Charge: -1
- 2S+1: 1
- Frontier orbital gap: 4.308 eV
- Lowest unoccupied orbital energy: 0.0 eV
- Molar mass: 936.0 g/mol
- ΔE to the lowest compared entry with this formula, charge and spin: 1225.9 kJ/mol